[1]
Below is C40H44IrN4O2P as an isolated structure in a non-equilibrium geometry, with properties calculated with ωB97M-V with the def2-TZVPD basis set.

```
92
Properties=species:S:1:pos:R:3:forces:R:3:lowdin_spin:R:1
C 3.94214 -4.80674 -0.65534 0.0343 -0.0449 0.0034 0.0085
H -4.82773 0.02639 0.06961 0.0401 0.0150 0.0168 0.0005
Ir 0.80626 0.14263 -0.04088 -0.2497 -0.3295 0.1248 2.2827
H 2.50691 -6.13524 0.24080 0.0152 0.0286 -0.0147 0.0001
C -3.46952 3.84348 -1.29919 -0.0268 0.0109 -0.0158 0.0105
H 2.52618 -0.74866 -2.32815 -0.0340 0.0095 0.0181 0.0118
H -2.05936 -3.59974 -3.24481 -0.0117 0.0283 0.0488 0.0006
H 0.63888 -4.57734 -0.01860 -0.0283 0.0309 -0.0279 0.0005
H 3.77831 4.34464 -0.76798 -0.0190 -0.0096 -0.0513 -0.0005
H -1.80863 1.60920 2.60869 0.0278 -0.0003 -0.0320 0.0031
C -0.12213 0.27078 2.78846 0.1140 0.1075 0.0445 0.0109
C -0.47143 0.49122 -3.30999 -0.0143 -0.2175 -0.1202 0.5064
C -3.25078 -3.61604 -0.38055 0.1266 -0.2463 -0.0347 0.0004
H -4.01994 -1.54818 -0.05127 -0.0275 0.5350 0.0550 0.0002
H 2.34658 -1.78981 2.69926 -0.1384 0.0566 0.0080 0.0020
H 5.37438 2.67895 0.06532 -0.0268 -0.0378 -0.0307 0.0010
H 3.30824 -0.77145 1.59066 0.0626 -0.1609 0.1564 0.0014
H -0.51521 0.69345 -2.25093 -0.0115 -0.0315 -0.0379 0.0444
C 3.40752 -1.34083 -2.08513 0.0726 -0.2050 0.0471 0.0166
C 1.62235 -4.28220 -0.35765 0.0216 0.0042 0.0074 0.0091
H 0.73075 -4.16946 -5.55284 -0.0186 0.0330 0.0221 0.0086
C -2.73743 1.59243 -0.82300 -0.2245 -0.3232 -0.0743 0.0106
N 0.88001 -0.34901 2.09068 0.2127 -0.4277 0.0184 0.1235
H 4.05246 -0.73565 -1.44525 -0.0046 -0.1867 -0.1382 0.0005
C -1.69477 3.47644 0.30516 0.2215 0.3382 0.0901 0.0092
H 5.44789 1.60171 -1.32388 -0.0288 0.0087 0.0714 0.0028
H 4.77449 -5.49409 -0.54886 -0.0752 0.0610 -0.0089 0.0005
C -1.97499 -3.37756 1.63704 -0.0861 0.0033 -0.0505 -0.0006
N 1.50801 2.14628 -1.01835 0.7007 -0.1265 0.0812 0.3316
H -3.61266 -2.90005 -2.80206 0.0253 -0.0161 0.0433 0.0002
C -0.96146 -2.80184 0.89323 -0.0694 -0.0476 -0.1093 0.0123
C -3.12848 -3.79621 0.98685 0.0699 -0.1323 0.0237 0.0084
N 3.02340 0.55350 0.35660 -0.3280 0.2767 -0.2156 0.0932
O 0.61153 2.76597 -1.56341 -0.8689 0.3928 -0.3443 0.4405
H 0.87596 -3.95868 -3.12310 0.0091 -0.0092 0.0365 -0.0022
H -3.42956 -0.33335 1.09083 -0.0421 -0.0070 -0.0616 0.0004
H 3.97182 3.54680 -2.33190 -0.0254 0.0281 0.0358 -0.0007
H 2.43712 4.32712 -1.92582 -0.0205 0.0200 -0.0091 0.0039
H -0.44592 5.14916 3.10664 -0.0759 -0.0574 -0.0731 0.0001
C 0.57598 -3.09623 -3.70433 0.0706 0.0450 -0.0021 -0.0003
C 0.28247 -1.89855 -3.06416 0.0673 0.0806 0.0386 0.1387
C 4.13966 -3.57026 -1.24655 0.0687 0.0706 0.0001 -0.0008
H -0.13963 4.87602 0.65750 -0.0302 0.0053 0.0058 0.0006
H 3.93975 -1.51655 -3.02079 -0.0211 -0.0532 -0.0125 0.0005
C 5.10457 1.68152 -0.28749 -0.0660 0.0822 -0.0771 0.0077
H -3.34148 -0.10276 -1.97369 0.0032 0.0440 0.0255 0.0033
C -0.16297 -0.92354 -5.24909 -0.0142 0.0374 -0.0550 0.1220
C 1.00323 -0.96819 4.26493 -0.0710 0.0220 0.0410 0.0123
C 3.09672 -2.66074 -1.40505 0.0232 0.1705 -0.1145 0.0107
H -0.76010 1.31118 -3.96299 0.0887 -0.2037 0.0846 0.0257
C -3.56014 2.47619 -1.51094 -0.0061 -0.0939 -0.0515 -0.0011
C -0.06445 -0.07590 4.13778 -0.0859 -0.1201 0.3527 0.0317
O 3.85695 -0.38149 0.89904 0.0380 -0.3406 0.3593 0.0057
C -0.10964 -0.75940 -3.83817 0.0014 0.2727 0.0703 0.0463
C 1.54380 -1.11336 2.98373 -0.0412 -0.0076 -0.0178 0.0404
H -3.93893 -4.25081 1.54560 0.0527 0.0359 -0.0427 0.0005
C -1.81118 2.10757 0.08418 0.1507 -0.4015 0.3058 0.0056
H -1.98868 5.42404 2.28470 0.0616 -0.0582 0.0203 0.0000
C 3.26327 3.74829 -1.52442 0.1520 0.0344 -0.0073 0.0093
C 0.12662 -2.12134 -5.85727 -0.0196 -0.0233 -0.0515 -0.0099
C -1.22640 4.67311 2.50678 -0.0381 -0.0251 -0.0004 0.0010
C -2.93008 0.09936 -0.98170 -0.1301 0.2595 0.1071 0.0113
H -0.45669 -0.06594 -5.84495 0.0286 -0.0653 0.0263 0.0037
C 0.49682 -3.22220 -5.08395 0.0104 -0.0110 -0.0700 0.1429
C 1.82190 -3.03280 -0.94834 -0.0414 0.0956 -0.0627 0.0265
H -1.86410 -3.49156 2.70951 -0.0040 0.0085 -0.0895 -0.0002
H -4.11310 4.52626 -1.84334 0.0518 -0.0664 0.0510 0.0006
C -0.64644 4.08413 1.21544 -0.0964 0.0378 0.0330 0.0017
C 2.67738 -5.16675 -0.21190 0.0136 -0.0126 0.0458 0.0012
C -2.54605 4.33073 -0.39315 0.0766 0.1153 0.0278 -0.0015
N -0.94999 1.17973 0.78146 0.3115 0.3183 -0.3729 0.1196
C -2.24809 -3.02906 -1.15586 0.0483 -0.1543 -0.2414 0.0084
H 0.06553 -2.21176 -6.93684 0.0116 0.0225 0.1110 -0.0036
C -2.53772 -2.83274 -2.63180 0.0203 -0.0248 0.1383 0.0014
C -1.06919 -2.63993 -0.49820 0.1016 -0.2658 0.1295 0.0284
H -1.70030 3.90018 3.12061 0.0494 0.0836 -0.0583 0.0002
H -0.73838 0.26914 4.91570 0.1823 -0.0691 -0.1594 0.0021
H -0.06214 -2.48172 1.40108 0.0323 0.0291 -0.0018 0.0010
H 5.12875 -3.29499 -1.60237 -0.0915 -0.0310 0.0345 -0.0002
C 3.62119 1.50726 -0.23861 0.0129 0.7630 -0.3786 0.0395
H 1.35097 -1.46256 5.16246 -0.0700 0.0878 -0.1331 0.0010
C 2.75066 2.47698 -0.93409 0.4725 -0.2804 0.2707 0.0192
H -2.45720 5.40343 -0.23755 0.0018 -0.1307 -0.0060 -0.0003
H -4.28637 2.08118 -2.21562 0.0579 0.0207 0.0655 -0.0003
H 0.12246 3.35311 1.46504 0.0258 -0.0554 -0.0233 0.0003
C -3.85800 -0.47542 0.09379 -0.0975 0.0454 0.0146 0.0027
H -1.97374 -0.41986 -0.92012 -0.0340 0.1350 -0.0367 0.0078
H -4.16634 -3.91962 -0.87653 0.0316 0.0039 0.0249 0.0000
P 0.42133 -1.90392 -1.24818 -0.1048 0.3094 0.0494 0.1499
H -2.20159 -1.86361 -3.00097 -0.1061 -0.1481 0.0832 0.0016
H 5.61163 0.93837 0.31462 0.0181 -0.0213 0.0243 0.0004
C -1.02004 1.08047 2.07358 -0.4662 0.0562 0.0228 0.0316
```
Forces are in eV/Å.

Properties
Frontier orbital gap (spin up / spin down): 7.58 / 6.07 eV
Total energy: -64365.84056 eV
LUMO level (spin up / spin down): -2.46 / -4.58 eV
Spin multiplicity: 6
Total charge: +1


[2]
Below is a 7-piece molecular cluster, C40H44N8O12Si overall in a non-equilibrium geometry, with properties calculated with ωB97M-V with the def2-TZVPD basis set.

```
105
Properties=species:S:1:pos:R:3:forces:R:3:mulliken_charge:R:1
C 3.35995 -3.02274 3.12197 -0.0701 -0.1077 0.1214 -0.4731
C 0.74487 -2.07038 -6.02237 -0.1156 -0.0481 -0.0830 -0.4339
C 2.46320 -0.21558 1.40774 0.3596 0.9803 -0.6291 -0.4116
C -6.36691 0.08161 -0.27964 0.1739 -0.1369 0.2721 0.0432
O 2.01812 -4.32223 -5.20568 -0.1650 -0.3155 -0.1887 -0.6133
C 5.51286 -0.33676 -1.18299 -0.0049 -0.0179 0.0326 -0.1059
H 4.22900 -1.57142 -2.37669 0.0082 -0.1353 0.0130 -0.0452
H -0.89176 -2.69345 6.23739 -0.0001 0.0057 -0.0174 0.4158
H 3.25929 -0.70162 1.97743 -0.5906 0.4550 -0.9777 -0.5473
C 1.81290 -2.04072 -5.13831 -0.2573 0.5229 -0.1551 0.1360
H -1.14101 3.63954 -1.07616 0.1092 0.0079 -0.1362 0.4650
O 0.22899 3.05093 -2.98563 0.2930 -0.2951 0.2579 -0.5605
H -3.08812 -3.82835 6.31014 -0.0343 0.0009 -0.0094 0.3783
H -2.55186 0.39669 3.80189 -0.1275 -0.0624 0.0978 0.3116
C 6.73792 -2.68516 -0.42361 -0.2421 0.5585 -0.2479 -0.0894
N -5.02967 -0.56885 3.70038 -0.0047 -0.1696 0.0539 1.1083
C 2.57258 1.33164 1.48530 0.0243 -0.7937 -0.9874 -0.3016
H 0.12599 1.25827 -6.15322 0.0280 0.0096 0.0294 0.4399
H 5.32000 -3.67214 -1.71271 0.0887 -0.0496 0.0657 0.5654
N -5.73863 1.84322 -1.83232 -0.1222 -0.0958 0.0825 1.0304
C 5.67540 -2.73267 -1.31435 -0.0745 -0.1133 -0.0358 -0.7764
H -9.64002 -0.58668 -2.21454 0.0090 0.0223 -0.0185 0.3739
H 4.14396 -4.84388 2.31419 -0.0158 -0.0028 -0.0002 0.4374
C -7.84870 0.58484 -2.12205 -0.1158 0.0123 -0.0764 -0.4827
H 0.91774 3.69627 1.34524 0.1539 0.1583 0.0160 0.2993
H 5.20504 -0.25078 3.80948 -0.1678 0.0345 0.0124 0.4887
N 2.60329 -0.86105 4.01262 -0.1112 -0.1520 0.5363 1.0303
O -5.99237 2.50301 -2.81460 -0.0849 0.1253 -0.2538 -0.6257
H 1.47360 -0.57052 1.69376 0.1169 -0.0680 0.0342 0.3805
N -2.05028 0.65518 0.13175 0.5440 0.4190 0.1951 -0.5082
H -2.25194 5.39305 -4.84474 0.1199 -0.1019 0.0167 0.4545
C 4.97009 -1.25381 3.48476 0.2710 -0.0279 0.2196 -0.0096
H -0.62982 -0.58239 4.97781 0.0104 -0.0093 -0.0495 0.4331
H -5.44987 0.26412 0.26255 -0.0292 0.1272 -0.0717 0.4952
H 0.37958 -3.00438 -6.42329 0.1144 -0.0742 0.0973 0.4447
C 6.58485 -0.30156 -0.29982 -0.0778 -0.1321 -0.0673 -0.6876
O -0.29143 3.94753 -4.85819 0.0109 0.0632 -0.4170 -0.6457
H 5.02456 0.58470 -1.47601 0.0103 -0.0030 0.0070 0.4899
C -2.87238 4.89022 -1.06696 -0.1288 0.1141 -0.1020 -0.3722
H -0.69902 -0.88602 -7.07044 0.0060 -0.0316 -0.0048 0.3882
H -3.04352 4.74640 -0.00894 -0.0086 -0.0022 0.0039 0.4363
C 5.06139 -1.54816 -1.69050 0.1171 0.1719 0.1504 0.1328
C -8.72275 -0.39669 -1.67430 0.1718 -0.0292 0.1864 -0.4172
H -9.10806 -1.89379 -0.18274 0.0045 0.0067 -0.0147 0.3882
H -4.16892 6.49057 -3.75500 0.0170 -0.0100 -0.0288 0.3914
C 4.37287 -3.83993 2.64388 0.1288 0.1988 0.0340 -0.7908
C -1.79747 4.26398 -1.67159 0.2037 -0.2377 0.2118 0.0839
H -4.57769 6.16275 -1.33824 0.0108 -0.0020 -0.0114 0.4106
C 0.60442 0.32822 -5.87297 -0.0391 -0.0367 -0.0401 -0.4540
O -6.11106 -1.11539 3.75630 -0.1392 -0.1791 0.0406 -0.6354
C 5.67844 -3.36819 2.58416 -0.0751 -0.1010 0.0259 -0.7718
H 1.19102 1.18508 -0.20149 -0.2958 0.0879 0.1716 0.3796
O 6.96162 -4.96499 -0.47278 -0.1935 -0.3194 -0.1032 -0.6339
C 3.67041 -1.73495 3.53268 0.6634 -0.9148 0.4728 0.0562
O 2.89594 0.26755 4.32904 0.1807 0.3001 0.2454 -0.6432
H 6.99440 -1.71570 2.96175 -0.0150 -0.0034 0.0409 0.4457
C 1.68208 0.34361 -4.99708 -0.0652 -0.0342 -0.0669 -0.6205
O 8.27762 -3.85958 0.80262 0.4473 0.0878 0.3601 -0.6073
H -2.81434 2.51836 0.92158 0.1130 -0.1259 -0.0916 -0.1788
C -3.90022 -1.16861 4.40373 0.4475 -0.2801 0.3367 0.0417
C 7.20342 -1.48118 0.08538 0.0826 0.1177 -0.0188 -0.3802
C 1.60541 1.97129 0.43297 0.9400 0.7475 0.2529 -1.0238
C -2.26577 1.62097 1.23184 0.2353 -0.4562 0.4851 1.1799
Si -0.60284 2.03663 2.04190 -0.1413 0.9625 -0.5757 0.4231
H 3.12554 -0.82537 -3.94294 0.0089 -0.1287 -0.0404 0.3835
H 6.93503 0.64387 0.09174 0.0248 -0.0119 0.0140 0.4165
H -2.35392 1.03029 -0.74812 -0.2156 -0.0659 -0.2475 0.2000
H 2.34598 -3.39232 3.16578 -0.0468 0.1657 0.0311 0.5015
N 2.44033 -3.29599 -4.72821 -0.0465 -0.0001 -0.0379 1.0158
H 2.62415 -0.47102 0.35448 -0.0523 -0.1930 0.0986 0.3829
H 3.59952 1.56332 1.17313 -0.0574 0.1294 0.1747 0.3527
H -2.49406 -0.22496 0.31467 -0.2684 -0.1763 -0.1094 0.1955
C -2.42351 5.24988 -3.78803 -0.0826 0.0637 -0.1008 -0.4126
O 3.34846 -3.23975 -3.92594 0.3124 0.0811 0.2817 -0.6116
C -4.06616 -2.35542 5.10123 -0.0621 -0.1322 0.0599 -0.4952
C -7.24053 -0.89540 0.16178 -0.2143 -0.0877 -0.1170 -0.4717
H -0.89100 2.99776 3.13976 0.0238 -0.0100 0.1058 -0.3156
H -2.90074 1.15126 2.00211 0.1203 0.3300 -0.2726 -0.7821
O -4.75040 1.96770 -1.14400 0.5843 0.3528 0.0240 -0.5527
N 7.37470 -3.93116 -0.00123 -0.0212 0.0756 -0.3913 1.0864
C 5.97706 -2.07890 3.00757 -0.2435 -0.0919 0.0668 -0.4687
C 2.29096 -0.84417 -4.62578 0.0246 0.0768 0.0434 0.0238
H -8.08485 1.15570 -3.00805 0.1347 0.0911 0.0181 0.4516
C 0.13918 -0.87666 -6.38732 0.1602 0.0804 0.1438 -0.4889
C -1.58454 4.44619 -3.02850 -0.5822 0.3407 0.2332 -0.2328
H 2.22083 2.58957 -0.23418 -0.1650 -0.1005 -0.0422 0.4144
H 2.45319 1.72696 2.49526 -0.2636 -0.0203 -0.1324 0.3502
H 0.03367 0.83220 2.59273 -0.1522 -0.2553 0.0963 -0.1755
N -0.46487 3.76548 -3.67161 -0.0316 0.0374 0.0095 1.0773
C -6.68123 0.81337 -1.41014 -0.4573 -0.4466 0.1048 -0.1344
N 0.55238 2.83874 0.96909 -0.8289 -1.0762 0.3592 -0.3019
H 8.03429 -1.45238 0.77495 0.0171 -0.1605 -0.0527 0.6007
H -6.99838 -1.46736 1.04716 -0.0218 0.0391 0.0296 0.3641
H 6.46560 -4.00680 2.20479 -0.0819 0.0166 0.2187 0.7039
H 2.04237 1.28240 -4.59932 -0.0395 0.0013 0.0245 0.4050
C -8.42129 -1.13335 -0.53162 0.0339 0.0881 -0.0992 -0.5043
C -1.58953 -1.07696 5.01346 -0.0497 -0.0973 0.1154 -0.5161
O 1.47772 -1.31069 4.05735 -0.2007 -0.2437 0.1416 -0.4811
H -5.02318 -2.85508 5.13393 -0.0675 0.1256 -0.0809 0.4635
C -2.67341 -0.52507 4.35215 0.1156 0.0996 -0.0216 0.0694
C -1.73964 -2.26455 5.71896 -0.1319 -0.0113 -0.0212 -0.5389
C -2.97539 -2.90299 5.76199 0.1199 0.1785 -0.0946 -0.4082
C -3.50224 5.86935 -3.17304 0.0934 -0.1112 0.1573 -0.4592
C -3.73008 5.68614 -1.81377 0.0646 -0.0027 -0.0656 -0.5990
O -4.80839 0.45023 3.08540 -0.1563 0.4267 -0.3238 -0.6400
```
Forces are in eV/Å.

Properties
Frontier orbital gap: 7.70 eV
Total energy: -86545.85804 eV
LUMO level: -0.70 eV
Energy above the lowest of the compared OMol25 structures with the same formula, charge and spin: 66.0 kJ/mol
SMILES string: O=[N+]([O-])c1ccccc1.O=[N+]([O-])c1ccccc1.O=[N+]([O-])c1ccccc1.O=[N+]([O-])c1ccccc1.O=[N+]([O-])c1ccccc1.O=[N+]([O-])c1ccccc1.CCCN[SiH2]CN
Total charge: 0


Q: What is the formula in the first record?
A: C40H44IrN4O2P